8
Properties=species:S:1:pos:R:3:forces:R:3 method="wB97M-V/def2-TZVPD" lumo_ev=-0.009 charge=0 energy_ha=-170.97890 homo_energy_ev=-9.884 smiles="C=N.O"
C -1.514 -0.364 0.155 0.6 1.0 2.2
N -0.196 -0.286 0.102 -4.0 -0.7 -2.9
H -2.210 0.473 0.294 0.4 0.3 0.6
H -2.034 -1.330 0.313 0.2 0.0 -1.3
H -0.485 -0.929 -0.773 2.6 -0.6 1.4
O 2.499 0.590 -0.021 -0.6 0.1 0.1
H 2.369 1.522 -0.217 0.3 0.1 -0.1
H 1.572 0.324 0.146 0.5 -0.1 -0.1



111
Properties=species:S:1:pos:R:3:forces:R:3 method="wB97M-V/def2-TZVPD" lumo_ev=2.304 charge=-1 energy_ha=-3885.22271 homo_energy_ev=-4.895
Pb -0.147 0.101 -0.221 0.7 0.8 0.0
C 1.433 -1.957 -4.236 -0.1 -0.2 0.2
C 1.319 -0.442 -4.323 0.0 0.0 0.2
P 0.008 0.110 -3.124 -0.2 0.6 -1.2
C 0.304 1.912 -3.043 0.0 -0.1 0.1
C -0.768 2.800 -2.994 0.0 -0.1 0.0
C -0.562 4.136 -2.701 0.0 0.2 0.0
C 0.718 4.604 -2.457 0.0 0.1 0.0
C 1.792 3.729 -2.501 0.1 0.2 0.1
C 1.586 2.389 -2.771 0.0 -0.1 0.0
C -1.444 -0.006 -4.228 0.1 0.0 0.2
C -1.573 0.776 -5.373 0.0 0.0 0.0
C -2.666 0.600 -6.202 0.1 0.1 -0.1
C -3.624 -0.352 -5.891 -0.1 -0.1 0.0
C -3.500 -1.123 -4.748 -0.1 0.0 -0.2
C -2.409 -0.954 -3.913 0.1 0.0 0.0
P 1.671 -2.376 -2.436 0.9 -0.5 -0.4
C 3.447 -1.902 -2.330 -0.2 0.1 -0.1
C 4.420 -2.500 -3.125 0.1 0.1 0.0
C 5.734 -2.079 -3.057 0.1 -0.1 -0.1
C 6.094 -1.066 -2.180 0.0 0.1 0.1
C 5.133 -0.474 -1.377 0.2 0.1 0.0
C 3.815 -0.890 -1.452 -0.1 -0.1 -0.1
C 1.937 -4.189 -2.490 -0.3 0.1 0.0
C 1.814 -4.982 -3.624 0.0 0.1 0.1
C 2.008 -6.350 -3.541 0.0 -0.2 -0.1
C 2.306 -6.940 -2.325 0.0 -0.1 0.0
C 2.417 -6.157 -1.187 0.1 0.0 0.1
C 2.236 -4.790 -1.268 0.0 0.1 -0.1
H 0.496 -2.425 -4.554 0.0 0.0 -0.1
H 2.250 -2.321 -4.866 -0.1 -0.1 0.1
H 1.061 -0.112 -5.335 0.1 0.1 0.2
H 2.274 0.007 -4.036 0.0 0.0 0.0
H -1.771 2.437 -3.169 -0.1 0.0 0.0
H -1.406 4.809 -2.645 0.0 0.0 0.0
H 0.873 5.649 -2.226 0.0 0.1 0.0
H 2.791 4.088 -2.296 0.1 0.0 0.0
H 2.432 1.713 -2.745 0.0 -0.1 0.0
H -0.827 1.525 -5.609 0.0 0.0 0.0
H -2.766 1.202 -7.096 0.0 0.0 0.0
H -4.470 -0.493 -6.549 -0.1 0.0 -0.1
H -4.248 -1.860 -4.501 -0.1 -0.1 0.0
H -2.274 -1.560 -3.024 -0.1 0.0 -0.1
H 4.149 -3.309 -3.791 0.0 0.0 0.0
H 6.484 -2.543 -3.685 0.0 0.0 0.0
H 7.125 -0.745 -2.118 0.0 0.0 0.0
H 5.410 0.307 -0.685 0.0 0.1 0.1
H 3.065 -0.444 -0.812 0.0 0.1 0.1
H 1.566 -4.540 -4.578 0.0 0.0 -0.1
H 1.922 -6.959 -4.431 0.0 0.0 0.0
H 2.449 -8.010 -2.261 0.0 -0.1 0.0
H 2.644 -6.617 -0.238 0.0 0.0 0.1
H 2.327 -4.169 -0.387 0.0 0.0 0.1
N 0.148 -3.176 1.622 -0.1 -0.4 0.3
C -0.478 -3.178 0.406 -0.5 0.2 -0.7
N -1.056 -4.259 -0.107 0.5 -0.1 0.8
N -1.522 -3.867 -1.283 -0.3 -0.3 -0.5
N -1.265 -2.633 -1.487 -0.1 0.6 -0.3
N -0.599 -2.133 -0.428 -0.3 -0.9 0.8
C 1.137 -2.277 1.927 0.7 0.6 0.2
N 2.188 -2.561 2.692 -0.6 -0.6 -0.2
N 2.901 -1.443 2.704 0.6 0.2 0.1
N 2.338 -0.533 1.998 0.3 0.5 -0.4
N 1.187 -1.013 1.486 -0.2 -1.1 0.3
H 0.280 -4.098 2.008 0.0 0.0 0.0
Te -3.002 0.301 -0.172 -0.8 0.2 -0.1
C -3.206 2.401 -0.497 0.1 -0.3 0.2
C -4.200 2.900 -1.330 -0.1 -0.3 -0.1
C -4.362 4.260 -1.518 -0.1 0.2 -0.1
C -3.531 5.158 -0.867 0.0 0.2 0.0
C -2.537 4.673 -0.036 -0.1 0.2 0.1
C -2.382 3.313 0.147 0.2 -0.2 0.2
H -4.863 2.209 -1.829 -0.1 -0.1 -0.1
H -5.140 4.625 -2.178 0.0 0.0 0.0
H -3.658 6.227 -0.997 0.0 0.0 0.0
H -1.884 5.363 0.481 0.1 0.0 0.0
H -1.606 2.953 0.809 0.1 0.0 0.1
C 0.342 1.159 9.160 0.0 0.1 0.2
C -0.191 -0.036 8.710 -0.1 -0.1 0.1
C -0.230 -0.310 7.355 -0.1 -0.1 0.0
C 0.258 0.604 6.435 0.2 0.0 -0.6
C 0.819 1.783 6.897 0.1 0.2 -0.1
C 0.850 2.070 8.251 0.1 0.1 0.1
Sb 0.439 0.023 4.348 -0.7 0.3 0.4
C -1.690 -0.402 4.125 0.6 0.2 0.0
C -2.093 -1.718 4.297 0.1 -0.2 0.0
C -3.420 -2.082 4.153 -0.1 -0.2 0.0
C -4.366 -1.125 3.828 -0.1 0.0 0.0
C -3.975 0.188 3.643 -0.1 0.1 0.1
C -2.643 0.542 3.787 -0.1 0.2 0.0
C 0.306 2.039 3.545 0.0 -0.5 0.2
C 0.996 2.330 2.377 0.2 -0.1 -0.1
C 0.869 3.567 1.765 0.0 0.2 -0.1
C 0.053 4.535 2.326 0.1 0.0 -0.1
C -0.630 4.262 3.498 -0.1 0.1 0.1
C -0.500 3.022 4.103 -0.1 0.1 0.2
H 0.364 1.382 10.218 0.0 0.0 0.1
H -0.562 -0.762 9.420 -0.1 -0.1 0.1
H -0.643 -1.248 7.006 -0.1 -0.1 0.0
H 1.237 2.486 6.188 0.0 0.1 0.0
H 1.287 2.997 8.599 0.0 0.0 0.0
H -1.355 -2.473 4.537 0.1 -0.2 0.0
H -3.715 -3.114 4.287 0.0 -0.1 0.0
H -5.405 -1.403 3.714 -0.1 0.0 0.0
H -4.704 0.942 3.378 0.0 0.0 -0.1
H -2.358 1.572 3.629 0.0 0.0 -0.1
H 1.660 1.584 1.963 0.1 0.0 -0.1
H 1.398 3.779 0.844 0.0 0.0 0.0
H -0.045 5.499 1.848 0.0 0.1 0.0
H -1.271 5.016 3.939 0.0 0.0 0.0
H -1.021 2.820 5.031 -0.1 0.0 0.0



11
Properties=species:S:1:pos:R:3:forces:R:3 method="wB97M-V/def2-TZVPD" lumo_ev=-0.632 charge=0 energy_ha=-699.52705 homo_energy_ev=-8.831 smiles="Cc1n[nH]oc1=S"
C -1.305 -0.476 0.841 0.7 2.2 3.4
C -0.155 0.051 0.081 -3.9 -0.4 1.9
N -0.201 1.281 -0.252 3.3 0.2 -1.3
N 1.072 1.435 -0.751 2.0 3.7 -3.8
O 1.631 0.123 -1.130 0.5 2.7 0.1
C 0.959 -0.680 -0.372 0.3 -3.9 0.0
S 1.295 -2.320 -0.150 -0.3 1.8 -0.2
H -1.032 -0.470 1.993 -0.3 -0.6 -2.2
H -2.117 0.286 0.861 0.3 -0.9 -0.7
H -1.490 -1.434 0.481 -1.0 -1.7 -0.2
H 1.342 2.205 -1.602 -1.6 -3.1 2.8



90
Properties=species:S:1:pos:R:3:forces:R:3 method="wB97M-V/def2-TZVPD" lumo_ev="-3.145 / -3.354" charge=+1 spin_multiplicity=4 energy_ha=-6127.91942 s_squared=3.78 homo_energy_ev="-9.229 / -10.303"
V -0.841 0.583 1.177 1.2 0.5 -0.9
C -4.336 1.699 3.346 -0.1 0.0 0.0
C -3.341 1.164 2.366 0.7 0.2 0.2
N -2.043 1.357 2.485 -1.5 0.4 1.3
N -1.567 2.019 3.608 0.1 -0.4 -1.4
C -0.254 2.352 3.643 0.0 -0.1 -0.3
N 0.130 2.946 4.773 0.3 0.1 0.2
S 0.796 2.076 2.350 -0.2 0.3 0.6
C -3.697 0.307 1.232 0.5 -0.1 -0.1
C -4.998 -0.037 0.904 -0.3 0.1 0.1
C -5.227 -0.871 -0.171 -0.2 -0.2 -0.2
C -4.152 -1.364 -0.900 -0.4 -0.1 -0.1
C -2.882 -1.011 -0.514 0.3 0.5 0.6
N -2.642 -0.181 0.521 -1.1 -0.4 -0.2
H -4.073 2.710 3.670 0.0 -0.1 -0.1
H -4.411 1.059 4.235 0.0 0.0 -0.1
H -5.332 1.760 2.910 0.1 0.0 0.0
H -2.156 2.107 4.405 -0.4 0.0 0.5
H -0.454 2.994 5.590 0.0 0.0 0.0
H 1.109 3.137 4.883 0.1 0.1 0.1
H -5.827 0.339 1.488 0.0 0.0 -0.1
H -6.244 -1.146 -0.434 0.1 0.0 0.0
H -4.287 -2.030 -1.745 0.0 0.1 0.1
H -2.017 -1.396 -1.026 0.2 0.0 0.0
Br -2.552 -4.108 1.616 0.0 0.0 -0.1
C -0.993 -4.231 2.690 0.0 0.1 0.0
C -0.795 -5.400 3.402 0.1 -0.1 0.1
C 0.311 -5.512 4.235 0.0 0.0 0.0
C 1.194 -4.449 4.370 0.0 0.1 0.0
C 0.973 -3.274 3.661 0.0 -0.1 0.0
C -0.113 -3.159 2.797 0.0 0.1 0.0
C -0.287 -1.908 1.982 -0.3 0.7 -0.1
O -0.274 -1.957 0.738 0.1 -0.2 0.6
O -0.465 -0.783 2.603 0.4 -1.4 -0.1
H -1.504 -6.214 3.309 0.1 0.1 0.0
H 0.473 -6.434 4.786 0.0 0.1 -0.1
H 2.051 -4.533 5.031 -0.1 0.0 -0.1
H 1.648 -2.432 3.771 0.0 0.0 0.0
C -2.331 4.454 -0.319 0.0 0.2 -0.1
C -2.241 2.988 -0.598 0.2 -0.4 0.0
N -3.085 2.466 -1.505 0.1 0.1 0.1
O -1.388 2.294 -0.036 -0.3 0.2 -0.1
H -3.248 4.908 -0.698 0.1 0.0 0.0
H -1.468 4.938 -0.788 -0.1 0.0 0.1
H -2.250 4.609 0.755 0.0 0.0 0.0
H -3.748 3.036 -1.998 0.0 0.0 0.0
H -3.017 1.488 -1.737 0.0 -0.1 0.0
C 0.493 0.821 -4.567 -0.1 -0.1 0.1
C 0.100 -0.528 -3.996 0.0 -0.1 0.1
C -0.462 -1.449 -4.890 0.0 0.0 0.0
C -0.813 -2.736 -4.510 0.0 0.0 0.0
C -0.582 -3.146 -3.203 0.0 0.0 0.0
C -0.033 -2.252 -2.291 0.0 0.1 -0.2
C 0.293 -0.932 -2.655 -0.1 0.0 -0.3
Sb 1.060 0.178 -0.959 0.4 -0.1 -0.5
C 1.841 2.016 -1.765 0.1 0.3 -0.1
C 0.832 2.884 -2.210 0.3 0.0 0.0
C 1.110 4.144 -2.727 0.0 -0.1 0.0
C 2.431 4.567 -2.789 0.0 0.0 0.0
C 3.441 3.729 -2.339 0.0 0.0 0.0
C 3.183 2.454 -1.819 -0.1 0.0 0.0
C 4.374 1.636 -1.356 -0.2 0.1 0.0
C 2.784 -1.063 -0.748 0.2 -0.1 -0.1
C 3.221 -1.804 -1.850 0.1 -0.1 0.2
C 4.332 -2.638 -1.750 -0.1 0.0 0.0
C 5.010 -2.736 -0.542 0.0 0.0 0.0
C 4.585 -1.988 0.551 0.1 0.0 -0.1
C 3.485 -1.139 0.465 0.0 0.0 0.0
C 3.124 -0.279 1.649 0.2 -0.1 -0.1
H 0.535 0.765 -5.656 0.0 0.0 0.1
H 1.465 1.154 -4.211 0.0 0.0 0.0
H -0.226 1.604 -4.311 0.0 -0.1 0.0
H -0.604 -1.142 -5.925 0.0 0.0 0.2
H -1.240 -3.421 -5.238 0.1 0.1 0.1
H -0.817 -4.161 -2.888 0.0 0.2 -0.1
H 0.150 -2.599 -1.281 0.0 0.1 0.0
H -0.199 2.552 -2.197 0.0 0.0 0.1
H 0.307 4.783 -3.089 0.1 -0.1 0.1
H 2.677 5.547 -3.187 0.0 -0.1 0.0
H 4.473 4.067 -2.387 -0.1 0.0 0.0
H 5.279 2.246 -1.370 -0.1 0.0 0.0
H 4.545 0.768 -1.992 0.0 0.0 0.0
H 4.246 1.261 -0.340 0.0 0.1 -0.1
H 2.693 -1.746 -2.799 0.1 0.0 0.2
H 4.659 -3.213 -2.614 -0.1 0.1 0.1
H 5.874 -3.388 -0.449 -0.1 0.1 0.0
H 5.131 -2.050 1.490 -0.1 0.0 -0.1
H 3.760 -0.496 2.510 0.0 0.0 -0.1
H 2.092 -0.413 1.952 -0.3 -0.1 0.1
H 3.248 0.782 1.420 0.0 0.0 0.0



17
Properties=species:S:1:pos:R:3:forces:R:3 method="wB97M-V/def2-TZVPD" lumo_ev=-0.014 charge=0 energy_ha=-360.03545 homo_energy_ev=-8.543 smiles="C=C[C@H](N)N(C)C#N"
C -1.435 0.904 1.635 -0.2 -0.3 -0.9
C -1.378 -0.173 0.831 2.6 -1.3 2.9
C 0.273 -0.748 0.321 -4.4 0.7 0.2
N 1.448 -0.521 1.011 0.7 0.3 0.7
N 0.136 -0.068 -0.923 -0.5 1.3 -0.3
C 1.262 0.343 -1.765 -0.5 -0.3 -0.2
C -1.216 0.070 -1.201 1.6 -0.9 -3.9
N -2.053 -0.034 -2.031 0.4 0.8 1.8
H -2.273 1.080 2.301 -0.1 0.2 -0.3
H -0.700 1.699 1.540 0.2 -0.1 0.3
H -2.125 -0.955 0.948 0.1 0.0 -0.2
H 0.017 -1.808 0.282 0.5 -0.3 -0.3
H 1.960 -1.352 1.273 -0.3 0.2 0.2
H 1.445 0.194 1.727 0.0 -0.1 -0.2
H 0.896 0.947 -2.596 -0.1 -0.2 0.1
H 1.782 -0.537 -2.156 0.1 0.1 -0.1
H 1.962 0.959 -1.196 -0.1 -0.2 0.1